Record 1
# C4H14N3

A cluster of 2 separate species, C4H14N3 in total at a distorted geometry (ωB97M-V/def2-TZVPD, the Open Molecules 2025 dataset).

The frontier orbital gap comes out at 11.543 eV. The total charge is +1. The energy relative to the best compared isomer or geometry (same formula, charge and spin) is 74.0 kJ/mol. The highest occupied orbital energy is -0.53484 Eh. For the total energy, the calculation gives -8839.25623 eV.

Cartesian coordinates (Å):
1 C -2.778 0.028 0.901
2 C -0.347 -0.405 1.036
3 N -1.335 0.467 0.937
4 N -0.509 -1.704 0.807
5 N 0.818 -0.021 1.596
6 H -1.215 1.365 1.373
7 H -1.246 -1.977 0.186
8 H 0.188 -2.413 0.947
9 H 1.114 0.928 1.450
10 H 1.414 -0.741 1.960
11 H -2.897 -1.040 0.952
12 H -3.119 0.414 -0.037
13 H -3.273 0.544 1.715
14 C 1.490 0.032 -2.280
15 C 1.737 1.043 -1.147
16 H 0.514 -0.432 -2.207
17 H 1.647 0.602 -3.189
18 H 2.226 -0.768 -2.354
19 H 2.429 0.682 -0.385
20 H 2.326 1.905 -1.476
21 H 0.817 1.491 -0.786

Record 2
# C4H14N3

A cluster of 2 separate species, C4H14N3 in total at a distorted geometry (ωB97M-V/def2-TZVPD, the Open Molecules 2025 dataset).

The frontier orbital gap comes out at 11.089 eV. The total charge is +1. The energy relative to the best compared isomer or geometry (same formula, charge and spin) is 197.5 kJ/mol. The highest occupied orbital energy is -0.52044 Eh. For the total energy, the calculation gives -8837.97578 eV.

Cartesian coordinates (Å):
1 C -0.448 0.220 2.399
2 C -1.890 0.717 2.487
3 H -0.488 -0.848 2.773
4 H -0.074 0.250 1.470
5 H 0.164 0.718 3.257
6 H -1.788 1.761 2.955
7 H -2.515 0.128 3.390
8 H -2.448 0.498 1.495
9 C 2.058 0.422 -2.577
10 C 0.320 -0.632 -1.186
11 N 1.440 -0.766 -1.906
12 N -0.373 -1.621 -0.589
13 N -0.422 0.510 -1.305
14 H 2.145 -1.541 -1.771
15 H 0.031 -2.619 -0.425
16 H -1.115 -1.310 0.097
17 H -0.109 1.360 -1.661
18 H -1.311 0.497 -0.780
19 H 1.255 1.113 -2.836
20 H 2.694 0.200 -3.390
21 H 2.874 0.942 -1.898

Record 3
# C4H14N3

A cluster of 2 separate species, C4H14N3 in total at a distorted geometry (ωB97M-V/def2-TZVPD, the Open Molecules 2025 dataset).

The frontier orbital gap comes out at 5.371 eV. The total charge is +1. The energy relative to the best compared isomer or geometry (same formula, charge and spin) is 702.9 kJ/mol. The highest occupied orbital energy is -0.51938 Eh. For the total energy, the calculation gives -8832.73768 eV.

Cartesian coordinates (Å):
1 N -0.437 -3.438 2.473
2 C -0.655 -2.203 1.783
3 C -2.144 -1.793 1.834
4 C -2.716 -2.040 3.236
5 N -3.044 -3.462 3.318
6 C -0.200 -2.382 0.301
7 N 1.261 -2.644 0.381
8 H 0.146 -3.303 3.267
9 H 10.769 23.622 -18.080
10 H -2.148 -3.931 3.161
11 H -0.102 -1.330 2.173
12 H -2.691 -2.467 1.172
13 H -2.311 -0.741 1.459
14 H -3.655 -1.447 3.426
15 H -1.952 -1.739 3.934
16 H 11.363 24.082 -18.195
17 H -3.391 -3.749 4.202
18 H -0.730 -3.236 -0.062
19 H -0.392 -1.547 -0.330
20 H 1.356 -3.335 1.053
21 H 1.674 -2.918 -0.505

Record 4
# C4H14N3

A structure of composition C4H14N3 at a distorted geometry (ωB97M-V/def2-TZVPD, the Open Molecules 2025 dataset).

The frontier orbital gap comes out at 11.250 eV. The total charge is +1. The energy relative to the best compared isomer or geometry (same formula, charge and spin) is 311.4 kJ/mol. The highest occupied orbital energy is -0.50735 Eh. For the total energy, the calculation gives -8836.79567 eV.

Cartesian coordinates (Å):
1 C -0.226 1.961 -1.027
2 C -1.329 -0.152 1.186
3 C 0.975 0.434 1.724
4 C 0.037 -0.780 -1.524
5 N 0.669 -1.977 -0.975
6 N 0.385 0.245 -0.566
7 N 0.077 -0.193 0.740
8 H 0.027 2.549 -0.165
9 H 0.373 2.157 -1.897
10 H -1.280 1.842 -1.223
11 H -1.968 -0.655 0.464
12 H -1.416 -0.662 2.142
13 H -1.655 0.880 1.297
14 H 0.627 1.436 1.965
15 H 1.005 -0.160 2.635
16 H 1.974 0.501 1.299
17 H -1.044 -0.964 -1.610
18 H 0.418 -0.459 -2.496
19 H 0.313 -2.827 -1.395
20 H 1.672 -1.953 -1.138
21 H 0.364 -1.222 0.566